The following is a quantum chemistry calculation of an isolated ion of composition CH2BrN2O3 and charge +1 at a distorted geometry, from the OMol25 dataset.

Each atom is followed by the atoms it is bonded to, with distances in Å.
Atoms and positions in Å:
1 Br -1.0150 -2.5515 0.4822  O3 1.930
2 O -0.1895 1.7016 2.3910  N6 1.138
3 O 0.3384 -1.2687 -0.0155  Br1 1.930, N5 1.367
4 O 0.8865 0.2975 -1.5420  N5 1.446, H9 0.967
5 N -0.1332 -0.1330 -0.6123  O3 1.367, O4 1.446, C7 1.368, H8 1.079
6 N -0.2520 1.0823 1.4387  O2 1.138, C7 1.178
7 C -0.5199 0.7768 0.3334  N5 1.368, N6 1.178
8 H -0.8285 -0.1997 -1.4352  N5 1.079
9 H 1.7132 0.2947 -1.0403  O4 0.967

The value obtained for the strongest force on any atom is 3.31 eV Å⁻¹. The molecular weight is 169.942 g mol⁻¹. The calculation puts the energy at -80217.3231 eV. The LUMO energy is -0.257 Eh. Its SMILES is [O-][N+]#C[N@@H+](O)OBr. Its net charge is +1.

Results of the Löwdin charge analysis, in e, for atoms 1 through 6: atom 1 (Br): 0.90, atom 2 (O): 0.25, atom 3 (O): -0.47, atom 4 (O): 0.13, atom 5 (N): -0.22, atom 6 (N): -0.03